1.
Molecular formula: C4H6FO4Y
Method: DFT, ωB97M-V/def2-TZVPD

Results
- HOMO energy (alpha / beta): -0.555 / -0.576 hartree
- LUMO (alpha / beta): -9.58 / -9.74 eV
- HOMO-LUMO gap (alpha / beta): 5.53 / 5.95 eV
- Charge: +2

Each line ends with the Löwdin charge.
Element x y z (Å)
1 C -1.80 2.68 1.70  -0.22
2 O -1.58 1.35 1.93  -0.05
3 H -2.56 2.89 0.91  0.12
4 H -2.16 3.25 2.60  0.10
5 H -0.89 3.24 1.37  0.10
6 C 1.45 -1.80 -1.66  -0.59
7 O 1.17 -2.05 -0.38  -0.01
8 C 0.40 -0.93 0.19  -0.20
9 C 0.00 -0.18 -1.07  0.07
10 O 0.89 -0.75 -2.11  0.20
11 O 2.25 -2.55 -2.21  -0.01
12 F 1.29 -0.24 0.94  0.13
13 H -0.40 -1.36 0.79  0.19
14 H -1.03 -0.40 -1.37  0.17
15 H 0.19 0.89 -1.02  0.17
16 Y 2.77 -4.05 -0.60  1.85

2.
Molecular formula: C3H10BN
Method: DFT, ωB97M-V/def2-TZVPD

Results
- HOMO energy: -0.299 hartree
- LUMO: 0.57 eV
- HOMO-LUMO gap: 8.70 eV
- Charge: 0

Each line ends with the Löwdin charge.
Element x y z (Å)
1 B -0.40 -0.31 0.03  -0.27
2 C -2.42 0.54 -0.01  -0.04
3 C 2.12 0.09 -0.11  -0.12
4 C 0.76 0.76 0.24  -0.21
5 N -0.35 -1.71 0.04  0.15
6 H -2.32 1.10 0.89  -0.03
7 H -2.93 -0.43 -0.16  -0.01
8 H -2.59 1.14 -0.95  0.00
9 H 2.34 -0.46 0.73  0.03
10 H 2.10 -0.43 -1.12  0.09
11 H 2.90 0.98 -0.19  0.11
12 H 0.52 1.18 1.23  0.11
13 H 0.47 1.47 -0.43  0.04
14 H -1.21 -2.26 0.22  0.09
15 H 0.44 -2.28 -0.26  0.08

3.
Molecular formula: C4H12N4O8
Method: DFT, ωB97M-V/def2-TZVPD

Results
- HOMO energy: -0.412 hartree
- LUMO: -0.41 eV
- HOMO-LUMO gap: 10.79 eV
- Charge: 0
- SMILES: C[N+](=O)[O-].C[N+](=O)[O-].C[N+](=O)[O-].C[N+](=O)[O-]

Each line ends with the Löwdin charge.
Element x y z (Å)
1 C 4.95 3.24 -4.86  0.03
2 N 6.24 3.74 -5.41  -0.42
3 O 6.40 3.57 -6.67  0.03
4 O 6.98 4.21 -4.57  0.07
5 H 5.30 2.27 -4.52  0.11
6 H 4.17 3.15 -5.62  0.09
7 H 4.52 3.94 -4.14  0.10
8 C -4.72 -2.78 5.68  0.03
9 N -5.56 -2.92 4.43  -0.37
10 O -5.59 -1.95 3.69  0.07
11 O -6.24 -4.03 4.21  -0.01
12 H -3.86 -2.19 5.38  0.09
13 H -4.22 -3.74 5.82  0.09
14 H -5.07 -2.49 6.67  0.10
15 C -1.25 3.74 0.39  0.01
16 N -1.91 3.99 1.67  -0.43
17 O -2.27 5.20 1.86  0.02
18 O -1.98 3.11 2.47  0.10
19 H -1.73 4.04 -0.54  0.10
20 H -1.02 2.70 0.19  0.10
21 H -0.35 4.36 0.36  0.10
22 C 0.45 -4.73 -0.91  0.03
23 N 1.77 -4.08 -0.86  -0.43
24 O 2.80 -4.75 -0.85  0.06
25 O 1.73 -2.84 -0.80  0.04
26 H -0.36 -4.09 -0.56  0.10
27 H 0.65 -5.74 -0.55  0.10
28 H 0.19 -4.92 -1.96  0.10

Q: Which E_tot values were calculated for the entries above? A: -594.3979 -199.8549 -980.0955, in hartree.
Q: Which energy relative to the best compared isomer or geometry (same formula, charge and spin) values were calculated for the entries above? A: 6.051 2.184 2.204, in eV.